w) DFT (ωB97M-V/def2-TZVPD) results for the ion C5H9NO with charge +1.

```
! wB97M-V def2-TZVPD RIJCOSX def2/J DEFGRID3
* xyz 1 2
C 0.57 -0.14 -1.10
C -0.98 0.12 -0.87
C -1.26 1.05 0.26
C -2.33 1.81 0.40
C 1.09 -0.87 0.09
N 2.14 -0.24 0.86
O 0.59 -1.95 0.37
H 0.81 -0.61 -2.03
H 1.04 0.91 -1.20
H -1.61 -0.77 -0.85
H -1.26 0.72 -1.79
H -0.43 1.24 0.90
H -2.37 2.75 1.04
H -3.23 1.42 -0.07
H 2.48 -1.02 1.35
H 2.35 0.86 0.97
*
```

Summary:
E_LUMO (spin up / spin down) = -5.4 / -9.4 eV
expectation value of S² = 0.7531
frontier orbital gap (spin up / spin down) = 8.402 / 4.341 eV
highest occupied orbital energy (spin up / spin down) = -13.8 / -13.8 eV

x) DFT (ωB97M-V/def2-TZVPD) results for the ion C5H9NO with charge +1.

```
! wB97M-V def2-TZVPD RIJCOSX def2/J DEFGRID3
* xyz 1 2
O -0.90 -0.49 -2.17
C -0.57 0.35 -1.43
C 0.76 0.36 -0.67
C 0.49 -0.05 0.92
C -0.92 -0.45 1.09
C -1.34 -1.73 1.08
N 1.65 1.44 -0.71
H -1.21 1.22 -1.20
H 1.33 -0.48 -1.07
H 1.30 -0.78 0.99
H 0.68 0.85 1.47
H -1.48 0.28 1.66
H -2.42 -1.86 1.06
H -0.70 -2.59 0.98
H 1.22 2.30 -0.39
H 2.11 1.63 -1.60
*
```

Summary:
E_LUMO (spin up / spin down) = -4.4 / -8.7 eV
expectation value of S² = 0.7626
frontier orbital gap (spin up / spin down) = 10.213 / 5.385 eV
highest occupied orbital energy (spin up / spin down) = -14.6 / -14.1 eV

It turns out x) is the most stable, with the second structure 6.6 kJ/mol higher.

w) DFT (ωB97M-V/def2-TZVPD) results for a structure of composition C5H10N.

```
! wB97M-V def2-TZVPD RIJCOSX def2/J DEFGRID3
* xyz 1 1
C -0.56 1.49 -0.37
C 0.52 1.40 0.40
C -0.66 -0.03 -0.33
C -1.91 -0.65 0.22
C 1.76 -0.66 -0.23
N 0.62 -0.08 0.50
H -1.08 2.27 -0.86
H 1.41 1.92 0.87
H -0.48 -0.28 -1.49
H -1.77 -0.23 1.28
H -1.75 -1.68 0.25
H -2.84 -0.36 -0.33
H 2.12 -0.24 -1.11
H 2.70 -0.71 0.32
H 1.48 -1.67 -0.53
H 0.44 -0.49 1.42
*
```

Summary:
E_LUMO = -3.2 eV
frontier orbital gap = 11.973 eV
highest occupied orbital energy = -15.2 eV

x) DFT (ωB97M-V/def2-TZVPD) results for the ion C5H10N with charge +1.

```
! wB97M-V def2-TZVPD RIJCOSX def2/J DEFGRID3
* xyz 1 1
N 1.78 0.54 -0.23
C 0.46 0.06 0.14
C -0.72 1.14 0.46
C -1.71 0.17 -0.27
C -0.54 -0.71 -0.67
C 0.12 -1.40 0.60
H 2.55 0.76 0.48
H 1.72 1.36 -0.99
H 2.21 -0.34 -0.59
H -0.60 1.98 -0.06
H -0.75 1.24 1.47
H -2.47 -0.17 0.49
H -2.21 0.45 -1.24
H -0.21 -1.25 -1.58
H -0.39 -1.58 1.59
H 0.78 -2.26 0.42
*
```

Summary:
E_LUMO = -3.9 eV
frontier orbital gap = 10.594 eV
highest occupied orbital energy = -14.5 eV

y) DFT (ωB97M-V/def2-TZVPD) results for a cluster of 2 separate species, C5H10N in total.

```
! wB97M-V def2-TZVPD RIJCOSX def2/J DEFGRID3
* xyz 1 1
C 2.05 -0.60 0.88
C 2.18 0.10 -0.21
C 1.00 0.43 0.56
C -0.54 -1.23 -0.45
C -0.50 0.10 0.27
N -0.98 1.19 -0.66
H 2.59 -1.31 1.57
H 2.76 0.47 -0.99
H 1.06 1.60 1.69
H -0.95 -0.94 -1.46
H -1.21 -1.94 -0.04
H 0.45 -1.74 -0.49
H -1.18 0.03 1.24
H -1.20 0.80 -1.63
H -0.24 1.97 -0.67
H -1.91 1.65 -0.38
*
```

Summary:
E_LUMO = -3.6 eV
frontier orbital gap = 9.699 eV
highest occupied orbital energy = -13.3 eV

It turns out w) is the most stable, with the second structure 42.4 kJ/mol higher.

w) DFT (ωB97M-V/def2-TZVPD) results for a structure of composition C7H14N3.

```
! wB97M-V def2-TZVPD RIJCOSX def2/J DEFGRID3
* xyz 1 1
C -1.39 -1.81 0.53
C -2.25 -0.74 0.59
C -0.02 -1.91 0.10
C -2.09 0.49 -0.14
C 0.91 -0.96 -0.18
C 1.97 1.25 0.79
C 0.79 0.52 0.05
N 1.95 -1.39 -0.99
N -0.47 0.90 0.71
N -1.94 0.52 -1.47
H -1.80 -2.69 0.97
H -3.14 -0.96 1.20
H 0.37 -2.89 -0.18
H -2.67 1.39 0.09
H 1.63 2.23 0.91
H 2.97 1.17 0.26
H 2.17 0.89 1.82
H 0.71 1.18 -0.94
H 2.23 -2.40 -1.07
H 2.77 -0.94 -0.77
H -0.41 0.63 1.77
H -0.52 1.96 0.58
H -1.80 1.39 -2.02
H -1.43 -0.27 -1.87
*
```

Summary:
E_LUMO = -3.5 eV
frontier orbital gap = 8.273 eV
highest occupied orbital energy = -11.8 eV

x) DFT (ωB97M-V/def2-TZVPD) results for the ion C7H14N3 with charge +1.

```
! wB97M-V def2-TZVPD RIJCOSX def2/J DEFGRID3
* xyz 1 1
C -1.13 1.37 -0.63
C -0.50 -1.03 0.28
C -0.28 -2.38 0.83
C 2.55 -0.01 1.08
C 1.87 1.29 -1.03
C -3.58 0.65 -0.51
C 1.72 0.03 -0.25
N -1.78 -0.69 0.15
N 0.33 -0.07 0.05
N -2.10 0.60 -0.24
H -0.75 2.32 -0.79
H 0.76 -2.75 0.73
H -0.25 -2.26 1.91
H -0.99 -3.14 0.67
H 2.37 0.93 1.67
H 3.62 -0.18 0.86
H 2.16 -0.84 1.61
H 1.36 1.24 -1.99
H 2.90 1.52 -1.38
H 1.48 2.19 -0.37
H -3.98 1.57 -0.19
H -3.80 0.56 -1.57
H -4.09 -0.23 0.02
H 2.12 -0.71 -0.91
*
```

Summary:
E_LUMO (spin up / spin down) = -5.2 / -5.2 eV
frontier orbital gap (spin up / spin down) = 8.416 / 8.417 eV
highest occupied orbital energy (spin up / spin down) = -13.6 / -13.6 eV

y) DFT (ωB97M-V/def2-TZVPD) results for the ion C7H14N3 with charge +1.

```
! wB97M-V def2-TZVPD RIJCOSX def2/J DEFGRID3
* xyz 1 1
H -1.13 1.71 2.40
N -0.94 0.67 2.40
C -1.37 -0.10 1.48
C -1.95 0.25 0.15
C -1.20 -0.43 -1.09
C 0.19 0.18 -1.22
C 0.93 -0.33 -2.51
N 1.04 -0.29 -0.06
C 1.36 0.58 0.90
N 2.07 0.22 1.91
C 2.08 -0.04 3.17
H -1.19 -1.13 1.66
H -1.76 1.32 0.05
H -3.06 0.10 0.12
H -1.10 -1.46 -0.99
H -1.86 -0.15 -1.92
H 0.09 1.34 -1.13
H 1.98 -0.02 -2.27
H 0.53 -0.11 -3.55
H 0.72 -1.43 -2.55
H 0.84 -1.12 0.39
H 1.58 1.66 0.59
H 3.08 -0.31 3.62
H 1.15 0.13 3.73
*
```

Summary:
E_LUMO = -4.0 eV
frontier orbital gap = 9.652 eV
highest occupied orbital energy = -13.7 eV

z) DFT (ωB97M-V/def2-TZVPD) results for a cluster of 2 separate species, C7H14N3 in total.

```
! wB97M-V def2-TZVPD RIJCOSX def2/J DEFGRID3
* xyz 1 1
C 1.76 -0.64 1.09
C 3.11 -0.57 0.89
C 2.17 -0.43 -1.11
C 1.14 -0.55 -0.19
C -0.90 1.39 0.66
C -2.60 -0.24 0.02
C -0.26 -0.66 -0.49
N 3.34 -0.43 -0.44
N -0.78 -2.52 0.00
N -1.21 -0.04 0.45
H 1.27 -0.78 2.04
H 3.90 -0.60 1.61
H 2.12 -0.32 -2.17
H -1.62 1.82 1.36
H 0.10 1.50 1.08
H -0.95 1.92 -0.28
H -2.77 0.25 -0.93
H -2.78 -1.31 -0.08
H -3.29 0.17 0.76
H -0.56 -0.56 -1.53
H 4.25 -0.35 -0.86
H 0.10 -2.88 0.38
H -0.91 -2.97 -0.90
H -1.08 -0.55 1.33
*
```

Summary:
E_LUMO = -3.0 eV
frontier orbital gap = 9.208 eV
highest occupied orbital energy = -12.2 eV

It turns out z) is the most stable, with the second structure 57.0 kJ/mol higher.

w) DFT (ωB97M-V/def2-TZVPD) results for a structure of composition H16O8.

```
! wB97M-V def2-TZVPD RIJCOSX def2/J DEFGRID3
* xyz 0 1
O 26.28 17.93 -4.08
H 26.79 17.31 -4.60
H 26.20 18.70 -4.64
O 26.41 21.52 -4.93
H 26.12 21.53 -4.02
H 26.14 20.67 -5.27
O 25.95 19.49 -5.51
H 25.91 18.66 -5.99
H 25.06 19.83 -5.55
O 26.53 20.97 -7.82
H 26.62 20.56 -6.96
H 27.39 21.32 -8.01
O 23.33 21.63 -5.02
H 23.82 20.95 -5.48
H 22.41 21.40 -5.15
O 26.37 17.83 -6.67
H 26.38 18.10 -7.59
H 25.77 17.08 -6.65
O 28.26 17.87 -6.05
H 28.88 17.59 -6.72
H 27.41 17.85 -6.49
O 24.09 20.47 -6.68
H 24.61 20.61 -7.47
H 23.32 19.99 -6.98
*
```

Summary:
E_LUMO = -0.9 eV
frontier orbital gap = 8.873 eV
highest occupied orbital energy = -9.8 eV

x) DFT (ωB97M-V/def2-TZVPD) results for a cluster of 8 separate species, H16O8 in total.

```
! wB97M-V def2-TZVPD RIJCOSX def2/J DEFGRID3
* xyz 0 1
O 1.20 1.05 0.52
H 1.57 1.56 -0.22
H 0.30 0.85 0.23
O 5.42 -1.18 0.47
H 5.55 -0.52 -0.22
H 5.89 -0.82 1.23
O -3.29 1.45 2.69
H -3.99 1.46 3.36
H -3.02 0.52 2.65
O -0.61 -3.43 1.83
H -1.47 -3.51 2.26
H -0.50 -2.48 1.70
O 1.17 -2.77 -1.22
H 0.38 -3.27 -1.44
H 1.74 -3.41 -0.78
O -2.55 -1.22 -2.28
H -2.14 -1.59 -3.07
H -3.49 -1.36 -2.42
O 2.06 5.13 -0.51
H 1.20 5.16 -0.09
H 2.36 4.23 -0.38
O -2.78 1.11 -1.23
H -1.98 1.60 -1.01
H -3.04 1.46 -2.09
*
```

Summary:
E_LUMO = 0.2 eV
frontier orbital gap = 10.981 eV
highest occupied orbital energy = -10.8 eV

It turns out x) is the most stable, with the second structure 760.2 kJ/mol higher.